(1)
The following is a DFT calculation (ωB97M-V/def2-TZVPD) of a gas-phase ion, C4H4NO2S (charge -1).

The strongest force on any atom comes out at 0.077 hartree/bohr. As for the SMILES: Oc1c[nH]c(O)c1[S-]. The calculation puts the HOMO energy at -2.19 eV. As for the charge: -1. For the HOMO-LUMO gap, the calculation gives 5.981 eV.

```
12
C4H4NO2S ωB97M-V/def2-TZVPD
S 2.106 0.343 -1.397
O 1.739 -0.967 1.432
O -1.035 1.200 -1.958
N -0.661 -0.363 1.232
C 0.637 -0.422 0.871
C 0.680 0.109 -0.433
C -0.633 0.639 -0.720
C -1.442 0.307 0.299
H -0.197 0.913 -2.397
H 2.348 -1.077 0.591
H -2.445 0.155 0.438
H -1.098 -0.836 2.042
```


(2)
The following is a DFT calculation (ωB97M-V/def2-TZVPD) of a molecular structure, C4H9OP3.

The strongest force on any atom comes out at 0.091 hartree/bohr. The calculation puts the HOMO energy at -8.69 eV. For the HOMO-LUMO gap, the calculation gives 8.648 eV.

```
17
C4H9OP3 ωB97M-V/def2-TZVPD
P 2.467 -1.125 -1.081
P 0.888 -0.433 -3.449
P 0.421 -1.946 -1.909
O -0.849 -1.587 -1.003
C 2.428 -0.532 -2.798
C -0.798 -0.481 1.051
C -1.372 0.691 1.817
C -1.042 -0.277 -0.389
H -1.572 -1.185 1.385
H 3.106 -2.426 -1.324
H -2.172 -0.129 -0.429
H -1.215 1.642 1.259
H -2.365 0.516 2.078
H -0.831 0.936 2.683
H 0.217 -0.708 1.203
H -0.378 0.389 -0.813
H 3.471 -0.164 -3.696
```


(3)
The following is a DFT calculation (ωB97M-V/def2-TZVPD) of 14 unconnected molecules or ions with the total composition C61H151N9O14.

The strongest force on any atom comes out at 0.095 hartree/bohr. The calculation puts the HOMO energy at -7.77 eV. For the HOMO-LUMO gap, the calculation gives 8.211 eV.

```
235
C61H151N9O14 ωB97M-V/def2-TZVPD
O 20.347 23.893 0.006
O 25.312 20.195 4.642
O 27.496 22.239 4.824
O 26.242 24.143 0.159
O 25.579 23.344 -3.607
O 20.896 25.532 7.767
O 23.863 25.448 -4.912
O 25.001 19.515 -0.749
O 25.156 25.755 5.267
O 22.481 28.466 1.768
O 21.110 16.926 0.328
O 17.098 24.382 0.747
O 18.061 19.471 3.408
O 19.501 21.014 7.536
N 24.391 16.495 -2.926
N 20.254 22.644 10.089
N 21.431 15.299 -3.116
N 24.724 28.565 4.685
N 21.232 23.112 0.698
N 25.141 19.203 5.493
N 16.842 24.983 -0.484
N 22.902 25.973 -4.002
N 15.436 20.246 4.324
C 14.616 23.767 -0.863
C 20.952 16.256 -2.110
C 22.184 27.968 -2.523
C 15.676 26.223 -2.775
C 26.552 17.530 -2.340
C 25.188 20.764 7.431
C 27.605 18.985 5.613
C 22.200 20.871 1.001
C 16.039 24.087 -1.373
C 24.400 28.626 3.256
C 21.322 23.470 2.155
C 26.117 17.118 6.558
C 19.384 16.257 -2.143
C 26.418 17.721 4.002
C 22.199 23.168 8.732
C 16.816 22.756 -1.618
C 25.104 17.308 -1.923
C 26.253 18.225 5.458
C 19.209 21.432 6.274
C 23.244 27.352 -3.501
C 19.843 21.023 0.142
C 20.128 26.034 6.641
C 23.371 28.371 -4.633
C 16.640 26.496 -0.443
C 22.986 19.925 6.354
C 17.863 27.103 0.241
C 25.762 17.623 7.890
C 21.683 24.951 2.356
C 21.284 24.150 -4.595
C 21.789 16.922 1.606
C 19.210 18.696 3.347
C 15.927 21.163 2.257
C 22.386 22.632 2.815
C 24.455 18.383 7.735
C 21.499 16.009 -0.635
C 27.048 23.199 3.939
C 15.294 26.988 0.245
C 24.867 19.066 0.601
C 20.729 27.777 -2.990
C 24.460 19.597 6.728
C 15.789 19.859 2.957
C 21.004 23.720 9.463
C 19.982 23.307 2.881
C 21.484 25.723 -4.491
C 16.000 24.725 -2.727
C 21.240 21.702 0.190
C 24.043 25.490 6.065
C 22.249 21.122 2.495
C 24.596 27.293 -2.732
C 22.908 28.486 3.060
C 21.074 28.517 1.583
C 21.089 26.254 -5.824
C 25.187 27.475 2.571
C 21.632 21.668 -1.313
C 20.149 24.591 8.596
C 20.568 26.292 -3.355
C 24.362 18.634 -1.704
C 24.574 22.365 -3.998
C 24.911 24.569 0.154
C 16.606 26.997 -1.827
C 16.989 18.914 2.778
H 20.577 29.386 2.013
H 27.426 24.153 4.308
H 21.569 23.601 -3.698
H 20.331 23.785 -4.977
H 15.437 21.253 4.390
H 19.506 26.078 -3.476
H 23.895 18.661 0.880
H 21.535 17.886 2.048
H 20.008 26.322 -5.947
H 18.907 20.341 7.877
H 22.420 29.258 3.654
H 24.878 15.626 -3.089
H 21.309 17.277 -2.247
H 15.005 21.743 2.280
H 19.522 25.185 9.262
H 23.201 21.048 0.607
H 19.553 23.926 7.971
H 25.198 21.639 6.781
H 25.500 17.337 3.558
H 23.752 28.121 -5.623
H 25.380 27.238 -3.488
H 27.488 23.002 2.962
H 15.707 26.616 -3.791
H 24.344 18.812 8.730
H 20.091 23.504 3.948
H 25.529 18.223 0.800
H 24.418 19.204 -2.632
H 25.972 23.348 3.851
H 26.730 18.208 -3.174
H 28.449 18.297 5.661
H 15.279 26.623 1.272
H 25.073 26.630 4.882
H 24.796 28.249 -2.250
H 22.774 22.465 9.335
H 24.436 17.035 -3.778
H 24.027 22.677 -4.888
H 22.496 25.308 1.723
H 24.668 20.987 8.363
H 17.620 27.081 -2.218
H 26.253 27.442 2.799
H 22.006 23.743 -5.304
H 22.885 23.990 8.530
H 20.980 21.997 10.362
H 26.502 18.253 8.384
H 15.300 28.078 0.237
H 19.114 21.677 -0.339
H 21.613 20.630 -1.647
H 27.804 19.586 4.726
H 24.437 24.999 -4.288
H 19.559 18.520 2.330
H 24.244 24.086 -0.561
H 26.021 23.120 -2.784
H 14.039 23.247 -1.628
H 17.310 18.659 1.768
H 16.331 28.046 -1.936
H 19.799 20.043 -0.333
H 23.079 20.529 2.880
H 14.410 26.656 -0.300
H 21.863 25.227 3.395
H 16.346 22.095 -2.347
H 21.098 15.078 -0.234
H 27.707 19.496 6.570
H 18.990 15.285 -1.848
H 26.031 20.711 5.015
H 18.107 26.661 1.207
H 14.014 24.636 -0.597
H 21.525 25.746 -6.684
H 22.241 22.763 3.887
H 21.392 20.721 3.035
H 27.050 16.559 6.632
H 23.757 22.432 -3.280
H 19.534 22.318 2.789
H 22.412 29.031 -2.439
H 18.803 27.048 -0.308
H 24.039 29.186 -4.352
H 21.883 22.804 7.754
H 22.412 28.843 -4.845
H 27.192 16.963 3.882
H 22.876 16.855 1.567
H 18.968 16.415 -3.138
H 20.471 27.628 1.770
H 28.449 22.343 4.766
H 14.677 26.473 -2.417
H 24.930 21.339 -4.088
H 16.797 17.927 3.200
H 22.312 19.936 7.210
H 25.598 29.036 4.869
H 15.939 21.013 1.178
H 24.320 24.263 1.017
H 26.231 20.567 7.678
H 26.594 18.463 3.223
H 19.997 28.088 -2.244
H 24.772 26.482 2.737
H 25.081 19.847 1.331
H 17.011 24.686 -3.135
H 21.362 27.304 -5.926
H 24.887 25.655 0.068
H 16.808 21.711 2.592
H 25.583 16.775 8.551
H 20.881 24.443 -0.571
H 22.353 27.608 -1.509
H 24.055 24.440 6.358
H 24.090 29.057 5.299
H 21.351 16.074 2.132
H 20.855 28.562 0.516
H 27.072 18.046 -1.534
H 20.861 25.493 1.890
H 24.732 29.581 2.848
H 19.780 22.153 9.344
H 20.929 15.412 -3.985
H 14.873 19.348 2.661
H 14.682 23.192 0.061
H 20.038 19.189 3.856
H 19.976 22.163 6.019
H 19.034 17.702 3.756
H 21.043 22.383 -1.887
H 23.414 22.954 2.655
H 23.110 25.810 5.601
H 22.943 20.930 5.935
H 23.316 18.513 -1.423
H 22.724 27.532 3.555
H 19.155 23.988 2.680
H 24.134 26.089 6.971
H 19.184 26.509 6.908
H 17.802 23.098 -1.933
H 15.284 24.187 -3.348
H 17.648 28.145 0.482
H 25.356 16.395 6.263
H 22.324 15.638 -3.443
H 27.052 16.582 -2.542
H 19.249 20.590 5.582
H 22.588 15.962 -0.604
H 22.662 22.011 -1.409
H 24.627 26.585 -1.904
H 24.920 16.797 -0.978
H 18.264 21.932 6.063
H 20.467 28.290 -3.916
H 18.975 17.035 -1.498
H 19.610 20.804 1.184
H 22.081 19.815 0.762
H 20.739 26.810 6.180
H 21.457 24.248 10.303
H 26.387 23.238 -0.126
H 18.048 24.261 0.678
H 23.622 17.702 7.558
H 16.158 19.977 4.977
H 25.110 27.524 1.485
H 22.589 19.255 5.591
H 16.855 22.193 -0.686
H 19.944 25.093 6.122
H 20.755 25.677 -2.475
```


(4)
The following is a DFT calculation (ωB97M-V/def2-TZVPD) of a single C5H8O3S molecule.

The strongest force on any atom comes out at 0.087 hartree/bohr. The calculation puts the HOMO energy (spin up / spin down) at -8.04 / -9.55 eV. For the HOMO-LUMO gap (spin up / spin down), the calculation gives 6.385 / 9.185 eV.

```
17
C5H8O3S ωB97M-V/def2-TZVPD
S 1.557 -1.340 0.555
O 1.279 -2.752 0.900
O 1.807 -0.989 -0.869
O -2.043 1.035 -0.034
C 0.324 -0.380 1.273
C 0.315 1.020 0.825
C -1.051 -0.778 -1.386
C -0.782 1.494 -0.076
C -1.384 0.588 -1.209
H -0.337 -1.086 -2.211
H 2.718 -1.057 1.163
H -1.475 -1.687 -0.783
H 0.348 1.585 1.818
H -0.795 2.531 -0.339
H -1.338 1.190 -1.999
H -0.330 -0.738 2.014
H 1.188 1.362 0.359
```